Record 1
36
Properties=species:S:1:pos:R:3:forces:R:3 method="wB97M-V/def2-TZVPD" charge=0 homo_lumo_gap_ev=5.1
Cl -2.314 -2.936 1.762 0.14 0.20 -0.25
C -0.844 -3.459 2.424 0.42 0.03 -0.02
N 0.322 -3.040 1.895 0.06 -0.95 1.04
F 0.301 -2.018 0.729 -0.10 0.68 -0.45
C 1.498 -3.453 2.409 -0.45 0.02 0.02
Cl 2.959 -2.919 1.735 -0.15 0.21 -0.25
C 1.517 -4.319 3.498 0.12 -0.13 0.23
C 0.340 -4.775 4.079 0.00 0.68 -0.86
C -0.846 -4.325 3.511 -0.14 -0.16 0.24
H 2.479 -4.617 3.887 0.08 0.01 -0.06
H 0.347 -5.447 4.933 0.00 0.16 -0.21
H -1.802 -4.632 3.907 -0.07 0.02 -0.05
C -3.043 2.546 -2.356 -0.14 0.02 -0.54
C -2.676 1.952 -1.021 0.71 -0.33 0.65
N -1.292 1.384 -0.941 -0.64 0.57 -0.73
C -1.113 0.031 -1.373 -1.86 -0.07 -0.15
O -2.081 -0.581 -1.851 0.81 0.60 0.79
C 0.183 -0.495 -1.228 0.06 -0.93 0.49
C 1.275 0.393 -1.229 1.82 0.37 0.02
O 2.426 0.093 -1.583 -1.01 0.39 0.69
N 1.000 1.730 -0.802 0.44 0.64 -0.67
C 2.156 2.673 -0.727 -0.61 -0.50 0.59
C 2.492 3.369 -2.017 0.20 0.08 -0.55
C -0.258 2.287 -0.842 0.11 -0.57 0.02
S -0.508 3.950 -0.821 0.02 -0.34 0.46
H -4.074 2.914 -2.290 0.14 -0.04 -0.09
H -2.395 3.392 -2.622 -0.22 -0.35 0.11
H -2.998 1.783 -3.141 -0.02 0.14 0.09
H -2.685 2.735 -0.256 -0.22 -0.27 -0.08
H -3.347 1.133 -0.753 0.10 0.16 -0.06
H 0.351 -1.495 -1.569 0.07 -0.09 -0.48
H 1.845 3.410 0.017 0.29 -0.14 -0.01
H 2.998 2.081 -0.363 -0.11 0.10 -0.07
H 3.364 4.010 -1.840 -0.09 -0.06 -0.09
H 2.754 2.640 -2.790 -0.02 0.10 0.07
H 1.669 4.003 -2.370 0.26 -0.26 0.13

---

Record 2
37
Properties=species:S:1:pos:R:3:forces:R:3 method="wB97M-V/def2-TZVPD" spin_multiplicity=2 charge=0 s_squared=0.759 homo_lumo_gap_ev="6.7 / 4.9"
Cu -0.160 -2.363 -1.194 0.47 -1.46 -0.88
Se -1.405 -4.192 -2.042 0.35 -0.05 -0.52
Se 0.013 -5.252 -3.501 0.60 0.66 0.97
Te 2.411 -4.557 -2.644 -0.67 -0.49 -0.47
Se 2.167 -2.649 -1.162 -0.16 -0.30 0.20
N 5.956 -1.224 -2.962 1.17 -1.38 -0.79
C 4.807 -0.628 -2.666 -0.01 2.03 1.10
N 3.644 -0.870 -3.339 0.81 -0.27 0.40
S 4.931 0.550 -1.463 -0.57 0.18 -0.22
H 6.057 -2.135 -3.429 -0.19 0.94 0.19
H 6.766 -0.783 -2.514 -0.62 -0.76 -0.26
H 3.525 -1.865 -3.441 -0.45 -0.28 -0.55
H 2.876 -0.473 -2.809 0.03 -0.15 -0.21
O -0.849 -1.050 -0.113 -0.45 3.04 0.95
S -0.707 0.509 -0.060 -0.74 -2.13 -0.35
C -2.452 0.987 0.017 0.39 1.45 0.20
C -3.370 0.123 0.543 0.84 -1.31 0.07
C -4.701 0.454 0.504 -0.84 -0.72 0.76
C -5.149 1.620 -0.046 1.05 1.12 -0.93
C -4.205 2.479 -0.651 -0.69 1.40 0.23
C -2.856 2.244 -0.487 0.71 -1.47 -0.70
C -0.139 0.779 1.582 0.43 0.10 1.64
C 0.015 2.112 2.001 -0.65 -0.77 -0.60
C 0.346 2.374 3.306 0.69 -0.49 -0.26
C 0.770 1.330 4.103 -0.71 -0.70 0.73
C 0.595 0.002 3.755 -0.18 -0.40 -1.86
C 0.132 -0.302 2.457 -0.10 0.98 -0.83
H -3.042 -0.854 0.931 -0.19 0.57 -0.20
H -5.390 -0.254 0.938 -0.22 0.06 0.06
H -6.172 1.926 -0.017 -0.54 -0.17 -0.16
H -4.528 3.411 -1.197 0.28 -1.10 0.83
H -2.082 2.884 -0.894 -0.23 0.21 -0.08
H -0.165 2.914 1.304 -0.20 0.21 -0.09
H 0.347 3.362 3.696 0.22 0.73 0.07
H 1.152 1.524 5.077 0.18 0.31 0.67
H 0.827 -0.831 4.397 0.21 0.13 0.29
H 0.033 -1.301 2.019 -0.03 0.28 0.61

---

Record 3
39
Properties=species:S:1:pos:R:3:forces:R:3 method="wB97M-V/def2-TZVPD" spin_multiplicity=3 charge=0 s_squared=2.007 homo_lumo_gap_ev="7.3 / 7.2"
Ni -0.631 -1.129 -1.764 -0.29 -0.52 0.08
O 3.513 0.173 3.546 0.03 0.03 0.05
C 3.900 -0.765 2.565 0.03 -0.01 0.01
C 2.852 -0.832 1.491 -0.01 0.00 0.00
C 3.009 -1.704 0.421 0.02 -0.01 0.00
C 2.037 -1.749 -0.555 -0.02 0.00 0.01
N 0.950 -0.981 -0.507 0.04 0.11 0.02
C 0.769 -0.160 0.532 0.16 -0.06 0.00
C 1.709 -0.052 1.547 -0.04 0.02 -0.02
C -0.523 0.572 0.532 -0.13 0.09 0.00
C -0.928 1.417 1.550 0.05 0.00 -0.03
C -2.190 1.994 1.494 -0.01 0.01 -0.01
C -2.655 2.900 2.609 0.00 0.00 0.00
O -1.645 3.787 3.050 0.02 -0.02 0.02
C -3.006 1.694 0.414 -0.01 -0.01 0.03
C -2.531 0.844 -0.569 0.00 -0.03 0.00
N -1.316 0.313 -0.517 0.06 0.10 0.02
H 4.182 0.202 4.236 -0.05 -0.01 -0.05
H 4.018 -1.766 2.995 0.00 0.00 0.00
H 4.855 -0.487 2.103 0.00 -0.01 0.00
H 3.874 -2.351 0.348 0.00 -0.01 -0.01
H 2.104 -2.429 -1.395 0.00 0.00 0.00
H 1.562 0.615 2.382 0.00 0.00 0.00
H -0.282 1.635 2.389 0.00 0.00 0.00
H -2.911 2.289 3.476 -0.02 0.01 0.00
H -3.560 3.433 2.305 0.01 0.00 -0.02
H -1.456 4.419 2.348 -0.01 0.00 0.00
H -4.002 2.108 0.334 0.00 0.00 -0.01
H -3.141 0.560 -1.418 0.01 0.00 0.00
I 1.645 -0.654 -4.139 0.03 0.09 -0.10
C 0.179 0.328 -5.318 -0.04 -0.06 0.08
I -1.407 1.122 -4.155 0.06 0.07 -0.11
H -0.236 -0.393 -6.011 -0.03 -0.05 0.07
H 0.659 1.148 -5.836 0.00 0.01 0.03
O -1.261 -4.576 -2.244 0.02 0.02 0.00
S -1.934 -3.313 -2.097 -0.03 -0.08 -0.11
O -3.366 -3.327 -2.237 -0.01 0.03 0.00
O -1.514 -2.613 -0.799 0.07 0.10 0.07
O -1.323 -2.278 -3.103 0.11 0.19 -0.05

---

Record 4
30
Properties=species:S:1:pos:R:3:forces:R:3 method="wB97M-V/def2-TZVPD" spin_multiplicity=5 charge=+2 s_squared=6.053 homo_lumo_gap_ev="6.1 / 4.5"
Os -0.472 0.716 -0.979 0.24 0.04 0.60
C -0.069 0.464 -4.708 0.14 0.00 -0.30
H 1.016 0.604 -4.728 -0.22 -0.11 0.11
H -0.328 -0.577 -4.941 0.09 0.35 0.17
H -0.513 1.111 -5.473 -0.01 -0.09 0.38
H -0.468 0.751 -3.710 -0.05 -0.02 -0.09
H -2.076 0.941 -1.024 -0.08 -0.20 -0.01
C -0.331 3.109 3.986 -0.26 0.63 -0.04
C -0.707 3.432 2.681 -0.01 1.18 1.86
C -0.515 2.518 1.647 0.59 -1.84 -0.75
C 0.017 1.266 1.949 -0.36 -0.22 -0.10
C 0.437 0.925 3.257 -0.10 -0.97 -2.40
C 0.243 1.864 4.272 -0.45 2.00 1.26
N 0.026 0.350 0.884 0.76 0.92 -0.31
N 0.549 -0.841 1.234 -0.38 -1.30 -1.26
C 0.497 -1.667 0.164 -0.18 0.35 0.27
C 0.908 -3.023 0.290 -0.04 0.92 0.52
C 0.779 -3.896 -0.785 -0.11 0.29 -0.29
C 0.253 -3.402 -1.984 -0.32 0.35 -0.68
C -0.149 -2.061 -2.145 -0.10 0.45 0.23
C -0.051 -1.104 -1.091 1.04 -2.90 0.62
H -0.489 3.845 4.782 0.09 -0.41 -0.33
H -1.155 4.393 2.452 0.04 0.01 0.17
H -0.776 2.683 0.589 -0.10 0.50 0.79
H 0.882 -0.051 3.437 -0.12 0.23 0.02
H 0.533 1.651 5.301 -0.02 -0.10 -0.28
H 1.305 -3.321 1.265 -0.15 -0.07 -0.40
H 1.075 -4.946 -0.703 -0.11 0.42 -0.01
H 0.141 -4.064 -2.848 0.07 0.18 0.35
H -0.563 -1.670 -3.071 0.10 -0.57 -0.12

---

Record 5
34
Properties=species:S:1:pos:R:3:forces:R:3 method="wB97M-V/def2-TZVPD" charge=0 homo_lumo_gap_ev=7.5
Pd 1.582 0.625 -0.806 -0.04 -0.02 0.01
N 5.112 2.664 -0.975 0.00 0.00 0.00
C 3.878 2.207 -0.749 -0.02 0.00 0.00
O 3.547 1.082 -1.170 0.04 0.00 -0.01
C 2.890 3.018 0.029 0.01 -0.01 -0.01
C 1.482 2.572 -0.380 -0.01 0.04 -0.01
H 5.767 2.077 -1.464 0.00 0.00 0.00
H 5.405 3.563 -0.641 0.00 0.00 0.00
H 3.076 4.090 -0.087 -0.01 0.00 0.00
H 3.074 2.776 1.081 0.00 -0.01 0.00
H 1.172 3.077 -1.300 -0.01 0.00 0.00
H 0.752 2.800 0.397 0.01 0.00 0.00
C -0.188 -1.149 1.361 0.02 -0.01 -0.03
C -0.972 -0.389 0.342 0.01 0.00 0.01
O -0.439 0.390 -0.449 0.01 -0.01 0.00
C -2.441 -0.558 0.266 -0.01 0.00 -0.01
C -3.093 -1.541 1.009 0.00 0.00 0.00
C -4.465 -1.696 0.903 0.00 0.00 0.00
C -5.192 -0.866 0.062 0.01 0.00 0.00
C -4.548 0.117 -0.681 -0.01 0.00 0.00
C -3.178 0.267 -0.584 0.01 0.00 0.00
H 0.833 -0.778 1.396 0.00 0.00 0.00
H -0.162 -2.206 1.082 0.00 0.00 0.02
H -0.657 -1.072 2.342 -0.01 0.00 0.00
H -2.532 -2.199 1.659 0.00 0.00 0.00
H -4.966 -2.466 1.474 0.00 0.00 0.00
H -6.265 -0.986 -0.018 0.00 0.00 0.00
H -5.118 0.761 -1.338 0.00 0.00 0.00
H -2.660 1.020 -1.162 0.00 0.00 0.00
N 2.148 -5.068 1.116 -0.01 0.01 0.04
C 1.720 -4.418 0.258 0.01 0.00 -0.06
N 1.159 -3.745 -0.738 -0.03 0.00 0.05
C 1.516 -2.535 -0.969 0.03 -0.03 -0.10
N 1.762 -1.432 -1.264 -0.02 0.02 0.08

---

Record 6
35
Properties=species:S:1:pos:R:3:forces:R:3 method="wB97M-V/def2-TZVPD" smiles="NC[C@H](O)CC1=CC(=O)c2ccc(P(O)(O)=S)cc2C1=O" charge=0 homo_lumo_gap_ev=8.0
N 5.142 -1.081 1.036 0.13 -0.05 -0.12
C 4.717 -0.711 -0.314 -0.08 0.33 0.37
C 3.195 -0.629 -0.408 0.14 -0.24 0.15
O 2.806 -0.167 -1.695 0.08 0.01 0.00
C 2.638 0.298 0.688 0.02 0.18 -0.16
C 1.284 0.860 0.364 -0.18 -0.12 -0.02
C 1.062 1.859 -0.497 -0.01 -0.11 0.11
C -0.299 2.397 -0.741 0.02 0.10 0.02
O -0.482 3.527 -1.140 0.05 -0.16 -0.16
C -1.435 1.469 -0.460 -0.02 -0.17 0.11
C -2.672 1.644 -1.060 0.01 0.04 0.08
C -3.690 0.741 -0.794 0.04 -0.11 0.10
C -3.474 -0.335 0.072 -0.03 0.22 0.07
P -4.753 -1.558 0.387 0.29 -0.61 -0.10
O -5.457 -1.023 1.714 -0.24 -0.01 -0.18
O -5.879 -1.272 -0.727 0.15 0.33 0.04
S -4.135 -3.382 0.457 -0.12 0.33 0.01
C -2.243 -0.489 0.705 -0.06 0.16 -0.11
C -1.227 0.413 0.429 0.04 0.07 -0.01
C 0.108 0.263 1.084 0.03 0.03 0.00
O 0.232 -0.309 2.144 0.03 -0.11 -0.18
H 5.265 -0.258 1.610 -0.11 -0.02 0.05
H 6.043 -1.539 1.010 -0.03 -0.05 0.00
H 5.082 -1.462 -1.016 -0.02 0.03 -0.07
H 5.101 0.278 -0.608 0.10 -0.10 -0.16
H 2.818 -1.645 -0.245 -0.22 0.10 -0.10
H 3.583 -0.137 -2.261 -0.04 -0.04 -0.04
H 3.338 1.127 0.836 -0.04 0.01 -0.04
H 2.570 -0.267 1.615 0.08 0.06 0.06
H 1.871 2.337 -1.035 -0.01 0.11 0.11
H -2.835 2.482 -1.724 0.06 0.01 0.01
H -4.656 0.884 -1.260 -0.01 -0.03 0.04
H -6.054 -1.705 2.054 0.06 0.06 0.18
H -5.489 -1.300 -1.611 -0.19 -0.22 -0.07
H -2.072 -1.310 1.389 0.04 0.00 -0.01

---

| no. | E (eV) | F_max (eV Å⁻¹) |
| --- | --- | --- |
| 1 | -60866.6341 | 1.9 |
| 2 | -288378.1688 | 3.2 |
| 3 | -97053.5678 | 0.6 |
| 4 | -19130.6829 | 3.1 |
| 5 | -27242.7751 | 0.1 |
| 6 | -45561.7111 | 0.7 |